Formula: C45H44ClN6O2PTl
Source: OMol25
Level of theory: ωB97M-V/def2-TZVPD

Structure (ORCA input):
```
! wB97M-V def2-TZVPD RIJCOSX def2/J DEFGRID3
* xyz -1 1
Tl -0.50829 0.22339 0.56898
C -3.04805 1.99963 2.07425
N -2.66686 2.70510 0.87571
C -1.97284 3.95290 1.01037
C -0.61468 3.79314 1.62501
N 0.16245 2.75924 1.52425
C 1.31694 3.08971 2.22200
C 2.48417 2.35162 2.40197
C 3.50445 2.94483 3.12080
C 3.37404 4.23597 3.65551
C 2.21684 4.97618 3.48818
C 1.19624 4.37296 2.76266
N -0.06942 4.79129 2.39211
C -3.92436 0.84633 1.68540
N -4.47580 0.70422 0.51206
C -5.12104 -0.52705 0.56734
C -5.82556 -1.21691 -0.41583
C -6.30993 -2.47527 -0.10497
C -6.09918 -3.04545 1.15924
C -5.40713 -2.37023 2.14891
C -4.93468 -1.10372 1.83028
N -4.20414 -0.17455 2.54317
H -3.58268 2.62025 2.81446
H -2.14521 1.61407 2.56367
H -3.42173 2.73520 0.20551
H -2.51522 4.72153 1.59242
H -1.83214 4.34678 -0.00004
H 2.58535 1.37224 1.95223
H 4.43373 2.40821 3.25983
H 4.20140 4.66573 4.20683
H 2.12015 5.97471 3.89647
H -0.46602 5.70227 2.53266
H -5.96338 -0.78091 -1.39685
H -6.84846 -3.04121 -0.85502
H -6.47660 -4.04015 1.36132
H -5.22851 -2.81713 3.11847
H -3.63496 -0.39113 3.35031
C -1.62179 -5.04554 1.78148
P -1.32520 -3.39545 1.00706
C 0.46377 -3.20644 1.37631
C 0.98358 -3.54929 2.62486
C 2.30505 -3.27035 2.94166
C 3.12713 -2.63141 2.02173
C 2.62218 -2.27332 0.78105
C 1.30288 -2.56778 0.46219
C -1.25108 -3.90771 -0.75951
C -2.02792 -3.19953 -1.67169
C -2.06274 -3.56762 -3.01263
C -1.32446 -4.65477 -3.45072
C -0.53701 -5.36512 -2.55022
C -0.49654 -4.98818 -1.21778
H -0.84263 -5.77312 1.55137
H -2.58518 -5.41569 1.42803
H -1.69223 -4.92609 2.86350
H 0.35112 -4.01355 3.37238
H 2.68900 -3.53605 3.91984
H 4.15256 -2.39650 2.28098
H 3.21895 -1.72507 0.06470
H 0.93422 -2.27083 -0.51445
H -2.60004 -2.34622 -1.32148
H -2.65903 -2.99735 -3.71431
H -1.34617 -4.94091 -4.49503
H 0.05590 -6.20445 -2.89358
H 0.14036 -5.52834 -0.52598
C 4.79644 -0.34568 -4.16138
C 3.36968 -0.51508 -3.71075
C 2.88166 -1.78816 -3.44610
C 1.57543 -1.96024 -3.00930
C 0.78368 -0.85529 -2.77853
C 1.27329 0.43196 -2.99923
N 0.41562 1.51028 -2.72190
C 0.82718 2.68786 -2.04124
C 0.09983 3.85009 -2.30516
C 0.44236 5.05667 -1.71771
C 1.56175 5.12484 -0.89487
C 2.28915 3.97226 -0.64400
C 1.90830 2.73645 -1.16280
C 2.64560 1.50362 -0.63884
O 3.88294 1.54127 -0.64494
O 1.90527 0.57209 -0.21005
C 2.55286 0.61090 -3.53943
C 3.06638 1.97071 -3.93592
H 5.31777 -1.30266 -4.14126
H 5.32603 0.34848 -3.50519
H 4.86126 0.05102 -5.17814
H 3.52973 -2.64694 -3.57988
H 1.18627 -2.95099 -2.80988
H -0.21469 -0.97391 -2.37099
H -0.49298 1.19577 -2.40994
H -0.72539 3.79025 -3.00594
H -0.13872 5.94641 -1.93343
H 1.86616 6.06792 -0.45545
H 3.16129 3.99738 -0.00152
H 2.24647 2.65232 -4.15717
H 3.68915 1.89501 -4.82845
H 3.66998 2.41668 -3.14052
Cl -1.10480 -1.08880 3.91131
C 0.09026 -0.04007 2.94875
H 1.04148 -0.56501 3.07883
H 0.13973 0.87546 3.54158
*
```

Energy above the lowest of the compared OMol25 structures with the same formula, charge and spin: 0.0000 eV
HOMO level: -3.89 eV
HOMO-LUMO gap: 6.21 eV

=====

Formula: C45H44F4GeN7O2PRhSe2Si3
Source: OMol25
Level of theory: ωB97M-V/def2-TZVPD

Structure (ORCA input):
```
! wB97M-V def2-TZVPD RIJCOSX def2/J DEFGRID3
* xyz 2 6
Rh 0.33141 1.41456 -0.60963
Se -1.20369 -0.01084 0.70621
P -4.33652 0.42757 1.89566
Se -2.35786 1.57454 1.98358
C -4.88039 0.74862 0.18522
C -5.70812 -0.23352 -0.35884
C -6.20669 -0.09920 -1.64863
C -5.86500 1.00962 -2.40638
C -5.02885 1.98525 -1.87575
C -4.53618 1.85778 -0.58585
C -5.28128 1.60158 2.91876
C -6.16875 1.04887 3.84011
C -6.95805 1.87302 4.63332
C -6.85785 3.25070 4.51320
C -5.97125 3.81025 3.59952
C -5.18838 2.99076 2.80241
H -5.96921 -1.10563 0.23321
H -6.85168 -0.86362 -2.06105
H -6.25160 1.11765 -3.41174
H -4.76433 2.85158 -2.46928
H -3.87966 2.62328 -0.19189
H -6.25190 -0.02937 3.93075
H -7.65248 1.43704 5.33951
H -7.47318 3.89374 5.12954
H -5.90155 4.88562 3.50030
H -4.51790 3.44040 2.07781
O 7.73258 1.90131 -2.25414
N 6.81952 1.11643 -2.17962
O 6.86898 -0.06678 -2.45683
C 5.49429 1.64164 -1.77216
C 5.15888 2.84704 -2.23443
C 3.82225 3.30736 -2.04115
C 3.40037 4.57693 -2.46279
C 2.09157 4.94540 -2.29837
C 1.19828 4.01676 -1.76500
N 1.57112 2.79922 -1.39605
C 2.88396 2.42801 -1.48016
C 3.24272 1.13032 -0.99681
N 2.11080 0.34005 -0.62364
C 2.03843 -0.94582 -0.50000
C 3.05713 -2.01330 -0.40708
C 5.22455 -0.17260 -0.16520
C 4.62974 0.78325 -0.97229
H 5.87502 3.43943 -2.78933
H 4.11888 5.25339 -2.91074
H 1.73215 5.92090 -2.59521
H 0.15071 4.25369 -1.64278
H 1.00751 -1.29410 -0.46129
H 2.52528 -2.88461 -0.01329
H 6.31056 -0.19184 -0.18492
C -0.15840 0.41201 4.90363
Si -0.91909 -1.25297 4.71531
C -2.74262 -1.37977 4.87649
C 0.04703 -2.64023 5.44971
Ge -0.19100 -1.63651 2.18987
Si -1.57893 -3.62820 0.99993
C -0.85669 -3.75733 -0.68159
C -1.02851 -4.92878 2.18509
C -3.32822 -3.09109 0.99516
Si 4.40302 -1.49551 0.82828
C 3.70121 -0.79231 2.40476
C 3.66431 -2.41999 -1.77974
C 5.52697 -2.91289 1.19099
H -0.61781 0.91935 5.75987
H -0.32563 1.03840 4.02704
H 0.91561 0.32615 5.08146
H -2.97512 -1.90339 5.80957
H -3.20535 -1.92848 4.05537
H -3.18906 -0.38335 4.90841
H -0.31541 -2.82446 6.46784
H 1.10780 -2.38846 5.50925
H -0.05973 -3.57138 4.88955
H 0.23549 -3.78945 -0.70325
H -1.21152 -2.93828 -1.31255
H -1.22086 -4.69529 -1.11846
H 0.06010 -4.93596 2.27658
H -1.33569 -5.91147 1.80718
H -1.46644 -4.79515 3.17643
H -3.46146 -2.34480 0.20675
H -3.66209 -2.66654 1.94115
H -3.95938 -3.95720 0.75819
H 2.96938 0.00291 2.23352
H 4.52370 -0.36620 2.98725
H 3.23916 -1.57461 3.01411
H 4.36195 -1.67624 -2.16624
H 2.88111 -2.57503 -2.52512
H 4.20320 -3.36078 -1.66940
H 6.31702 -2.60639 1.88334
H 6.01097 -3.29776 0.28994
H 4.97344 -3.73056 1.65989
F 0.13373 -1.78466 -3.37031
C 0.58161 -0.63631 -3.89160
C 1.79366 -0.66613 -4.54686
F 2.40642 -1.83979 -4.64110
C 2.42813 0.50069 -5.00119
C 1.68599 1.68161 -4.83363
C 0.46346 1.69119 -4.21280
F -0.19150 2.85608 -4.11223
C -0.10707 0.55010 -3.65375
C -1.26987 0.63260 -2.75475
C -1.45169 1.74969 -1.95606
N -1.47041 2.59387 -1.12598
C -2.06914 -0.49958 -2.38691
N -2.69758 -1.39828 -2.03431
F 2.16253 2.83973 -5.28049
C 3.76931 0.50404 -5.52873
C 4.55641 1.68876 -5.50970
N 5.20283 2.64002 -5.42168
C 4.42676 -0.66995 -5.97376
N 4.97958 -1.60803 -6.35652
*
```

Energy above the lowest of the compared OMol25 structures with the same formula, charge and spin: 1.2420 eV
HOMO level (alpha / beta): -12.53 / -13.12 eV
HOMO-LUMO gap (alpha / beta): 7.01 / 4.65 eV
<S²>: 8.86

=====

Formula: C45H45BrCoIN3OPS
Source: OMol25
Level of theory: ωB97M-V/def2-TZVPD

Structure (ORCA input):
```
! wB97M-V def2-TZVPD RIJCOSX def2/J DEFGRID3
* xyz 2 5
Co -1.34557 -0.31358 0.28888
I -3.20060 1.29463 1.44292
C -4.63748 1.23235 -0.07954
C -5.91032 1.02846 0.37662
C -7.01140 1.10651 -0.49545
C -6.79741 1.44153 -1.79591
C -5.48683 1.65662 -2.29043
C -5.33717 2.05161 -3.64267
C -4.10697 2.28829 -4.17478
C -2.97457 2.05104 -3.38073
C -3.05907 1.64401 -2.06867
P -1.42645 1.13895 -1.42585
C -0.37779 2.60394 -1.44808
C 0.39441 2.91594 -2.56661
C 1.16408 4.06863 -2.58057
C 1.16607 4.91649 -1.48186
C 0.39388 4.61545 -0.36864
C -0.37680 3.46360 -0.34963
C -0.73784 -0.03576 -2.59985
C 0.75057 -0.26185 -2.60989
C 1.66219 -0.79449 -3.77465
C 0.75472 -2.73614 -5.15927
C -0.39294 -2.76745 -4.22486
C -1.32729 -1.24453 -2.65457
C -4.34596 1.50326 -1.44869
H -6.08584 0.83442 1.42615
H -8.00898 0.94052 -0.11501
H -7.62664 1.56070 -2.48061
H -6.23147 2.17688 -4.23946
H -3.99134 2.61659 -5.19780
H -1.99979 2.16013 -3.84195
H 0.39920 2.26296 -3.43213
H 1.76042 4.30670 -3.45068
H 1.76604 5.81604 -1.49551
H 0.38579 5.28142 0.48329
H -0.99354 3.25266 0.51537
H 1.31272 0.42831 -1.98395
H 2.51610 -0.14363 -3.95791
H 1.12954 -3.51430 -5.80034
H -1.05753 -3.61333 -4.35256
H -3.36400 -0.68690 -2.58864
C 2.42575 -3.07918 6.77443
C 2.48813 -1.79322 5.95183
C 2.23002 -0.59517 6.88295
C 3.88918 -1.66986 5.32737
C 1.45964 -1.76648 4.83949
C 1.40836 -0.63427 3.98308
C 0.50188 -0.60065 2.98294
Br 0.44458 0.90376 1.83093
C -0.45640 -1.66118 2.73942
O -1.29866 -1.56109 1.80080
C -0.38934 -2.82603 3.60702
C 0.56578 -2.81426 4.60481
C -1.21374 -4.10210 3.41870
C -2.44791 -3.97324 2.52156
C -1.69694 -4.61660 4.78525
C -0.27048 -5.14384 2.78735
H 3.18264 -3.03736 7.55668
H 2.63310 -3.96354 6.16952
H 1.45838 -3.20441 7.26353
H 2.96745 -0.60239 7.68563
H 1.23879 -0.65240 7.33438
H 2.31873 0.36028 6.36542
H 4.63668 -1.68566 6.12052
H 4.01685 -0.73831 4.77537
H 4.09448 -2.50168 4.65203
H 2.09398 0.18805 4.12970
H 0.64162 -3.68180 5.23988
H -3.11966 -3.18457 2.86533
H -2.99138 -4.91806 2.56148
H -2.18038 -3.78413 1.48486
H -2.30338 -3.86913 5.29890
H -0.88231 -4.91127 5.44404
H -2.31306 -5.50192 4.63050
H 0.09082 -4.80855 1.81278
H -0.80920 -6.08148 2.64531
H 0.59203 -5.34121 3.42393
C 3.27554 -1.88914 -2.20548
N 2.02490 -1.99202 -2.93697
C 1.06836 -1.28582 -5.09359
C -0.34618 -1.74815 -5.31223
N -0.40512 -2.31206 -2.80514
C 0.82222 -1.75602 -2.17096
S 0.74918 -1.76132 -0.40541
C -2.73868 -1.51921 -2.22271
C -3.37109 -2.75834 -2.75884
C -4.24550 -3.46654 -2.00050
C -4.45402 -3.09397 -0.66089
C -3.62343 -2.10485 -0.08892
N -2.74352 -1.40774 -0.74621
H 4.09259 -1.87387 -2.92412
H 3.39526 -2.76475 -1.57022
H 3.34435 -0.99223 -1.57161
H 1.54496 -0.86574 -5.97283
H -1.01501 -1.54976 -6.13240
H -3.20317 -3.00271 -3.79785
H -4.76921 -4.31613 -2.41678
H -5.16369 -3.60986 -0.03184
H -3.66196 -1.93907 0.98187
*
```

Energy above the lowest of the compared OMol25 structures with the same formula, charge and spin: 7.7826 eV
HOMO level (alpha / beta): -12.96 / -13.20 eV
HOMO-LUMO gap (alpha / beta): 7.19 / 5.84 eV
<S²>: 6.11